1.
C8H18F8N5O16PbS8 | ωB97M-V/def2-TZVPD

Results
- LUMO: -5.36 eV
- Total charge: -1
- HOMO: -7.59 eV
- Energy above the lowest of the compared OMol25 structures with the same formula, charge and spin: 8.832 eV
- E_tot: -5969.9807 Eh
- HOMO-LUMO gap: 2.23 eV

Each line ends with the Mulliken charge.
Element x y z (Å)
Pb1 -3.65823 0.96616 3.22845  1.7059
C1 1.99354 -0.64077 -3.73829  -1.3902
C2 3.36196 -1.35223 -3.78863  -0.2334
C3 4.27362 -0.53156 -4.78403  -0.8619
N1 5.68914 -1.21960 -5.01045  0.2328
C4 6.39576 -1.42875 -3.58489  -1.0024
C5 5.47719 -2.57095 -5.75126  -0.5238
C6 6.44113 -2.58798 -6.93082  -0.5264
C7 7.35649 -1.42723 -6.85159  -0.4853
C8 6.54796 -0.44655 -6.04799  -0.7496
H1 1.33799 -1.00452 -4.52953  0.3619
H2 2.02801 0.44448 -3.83385  0.3752
H3 1.56243 -0.77100 -2.74568  0.3741
H4 3.08825 -2.38838 -3.98753  0.3147
H5 3.75173 -1.33837 -2.77080  0.3553
H6 4.49714 0.50030 -4.51315  0.5056
H7 3.85865 -0.53763 -5.79193  0.4190
H8 5.86460 -2.22422 -3.06221  0.4221
H9 6.43208 -0.53881 -2.95658  0.3005
H10 7.38859 -1.71417 -3.93265  0.4171
H11 5.69159 -3.38244 -5.05583  0.3050
H12 4.44358 -2.74042 -6.05300  0.3073
H13 6.91790 -3.56724 -6.97384  0.3186
H14 5.80589 -2.42399 -7.80127  0.3378
H15 8.20589 -1.68465 -6.21885  0.3021
H16 7.57824 -1.15073 -7.88235  0.3517
H17 7.06185 0.39656 -5.58629  0.3853
H18 5.78941 0.00030 -6.69066  0.3872
N2 0.34547 3.46097 5.31892  -0.2699
S1 0.65280 3.98002 6.94811  1.0788
O1 1.01683 5.36177 7.21220  -0.5314
O2 1.18963 3.01738 7.86804  -0.5406
F1 -0.91993 4.09490 7.35737  -0.2883
S2 1.58401 4.13034 4.81266  1.0510
O3 2.93723 3.83432 5.41763  -0.5692
O4 1.36633 5.47401 4.22489  -0.5867
F2 1.62593 3.05359 3.58102  -0.3306
N3 -7.48494 1.36365 6.64863  -0.2057
S3 -8.37824 0.75862 7.93066  1.0781
O5 -9.78414 0.45711 7.61552  -0.5420
O6 -8.05486 1.06429 9.33068  -0.5322
F3 -7.67742 -0.70709 7.83709  -0.2958
S4 -8.06842 2.68828 6.86075  1.0911
O7 -7.84549 3.36610 8.11756  -0.5281
O8 -9.32224 2.94060 6.15048  -0.5626
F4 -7.01694 3.38747 5.84209  -0.3351
N4 -1.83979 -4.00469 3.31849  -0.2068
S5 -0.79395 -4.54127 4.25670  1.0362
O9 0.59693 -4.25571 3.94938  -0.5714
O10 -1.15112 -5.62351 5.13434  -0.5555
F5 -1.10079 -3.31347 5.34385  -0.3684
S6 -1.98952 -5.27040 2.17067  1.0383
O11 -2.91280 -6.36431 2.50972  -0.5501
O12 -0.79795 -5.70697 1.42628  -0.5570
F6 -2.87414 -4.37774 1.19114  -0.2543
N5 -6.03314 2.49124 -0.87229  -0.2976
S7 -7.27288 2.15871 -1.69921  1.1084
O13 -7.01964 1.15620 -2.65413  -0.5759
O14 -8.30709 3.13529 -2.02716  -0.5433
F7 -7.96232 1.37995 -0.44406  -0.3241
S8 -5.74018 3.92061 -1.73662  1.0658
O15 -6.42611 5.04401 -1.21390  -0.5198
O16 -5.36365 3.84368 -3.09523  -0.5360
F8 -4.35986 3.96643 -0.98680  -0.2751

***

2.
C8H18LiN2O7 | ωB97M-V/def2-TZVPD

Results
- LUMO: 0.80 eV
- Total charge: -1
- HOMO: -4.05 eV
- Energy above the lowest of the compared OMol25 structures with the same formula, charge and spin: 6.265 eV
- E_tot: -959.1564 Eh
- HOMO-LUMO gap: 4.85 eV

Each line ends with the Mulliken charge.
Element x y z (Å)
Li1 1.13180 -1.59961 -1.52041  0.9285
C1 -5.38381 -2.77309 -3.18917  -0.7271
C2 -4.06491 -3.50764 -3.20461  0.5165
O1 -3.01159 -2.90563 -3.17435  -0.7304
O2 -4.07308 -4.72480 -3.02789  -0.7257
H1 -5.85004 -2.86819 -4.16983  0.1836
H2 -5.21065 -1.71917 -2.97155  0.2487
H3 -6.03527 -3.10696 -2.38157  0.2383
N1 5.52421 -0.00408 -2.95309  1.0386
O3 6.63473 -0.21812 -3.43923  -0.6684
O4 5.29239 0.81899 -2.12082  -0.6763
O5 4.56625 -0.60844 -3.35960  -0.6817
C3 -1.18052 5.04615 0.77313  -0.8254
O6 -0.99518 3.77962 1.43662  -0.3108
C4 -0.18311 2.84197 0.72364  -0.3963
C5 -0.05772 1.78842 1.74378  -0.5100
N2 0.92754 0.81380 1.24770  -0.2661
C6 1.30761 -0.14240 2.39363  -0.8089
C7 2.33730 -1.16650 1.94436  -0.5733
O7 1.64301 -1.90086 0.96691  -0.3038
C8 0.65589 -2.83054 1.59502  -0.6933
H4 -0.39692 5.80100 0.83851  0.2998
H5 -2.01907 5.57561 1.22548  0.2893
H6 -1.57883 4.97721 -0.23915  0.3114
H7 0.76187 3.22137 0.33482  0.3352
H8 -0.80029 2.62589 -0.14842  0.3268
H9 -0.98813 1.22384 1.80455  0.2210
H10 0.13602 2.20364 2.73280  0.2710
H11 1.76961 1.20931 0.85450  0.3018
H12 0.44134 -0.50679 2.94583  0.4399
H13 1.71934 0.53974 3.13744  0.4588
H14 2.62576 -1.82800 2.76125  0.2752
H15 3.20747 -0.69039 1.49244  0.3669
H16 0.19552 -3.23559 0.69387  0.2503
H17 -0.18198 -2.44601 2.17658  0.2993
H18 1.13343 -3.68373 2.07682  0.2961